86
Properties=species:S:1:pos:R:3 method="wB97M-V/def2-TZVPD" homo_lumo_gap_ha="0.159 / 0.242" spin_multiplicity=2 homo_energy_ev="-3.23 / -5.46" largest_force_ev_per_a=0.59 de_lowest_kcal_mol=1.0 energy_ha=-7290.35085 lumo_energy_ev="1.1 / 1.1" charge=-1
Ge -2.33 0.83 4.02
Ti 0.33 0.13 0.46
Cl -2.44 -1.45 4.62
Cl -3.46 1.59 5.84
Cl -4.16 0.75 2.59
S 1.39 0.42 2.71
P -1.67 -2.34 1.03
O -1.67 2.45 -0.87
O 3.09 7.38 -1.81
O 1.26 -1.72 -2.51
O 5.32 3.51 -3.36
O 2.34 0.83 -6.89
O -1.13 -0.90 1.11
O 0.11 -0.21 -1.36
O 4.10 6.66 0.01
O 1.53 -1.47 0.59
O 1.39 2.92 -6.70
O -0.38 1.76 0.83
N 2.35 -1.77 1.61
N -4.45 0.41 -0.98
N 2.15 1.17 -0.28
N 4.24 2.06 -1.23
N 3.11 6.67 -0.77
N -3.19 -0.22 -1.27
C 4.76 2.24 -3.60
C 1.10 4.07 0.83
C 1.59 0.00 -4.69
C 0.89 0.39 -3.53
C 0.04 4.73 -1.25
C 3.11 1.61 -0.74
C -0.84 -3.34 2.26
C -0.75 2.69 -0.11
C 4.00 -2.48 3.64
C -3.42 -2.39 1.32
C 3.94 -3.26 2.48
C 1.12 2.19 -5.58
C 4.60 4.20 -2.35
C 2.04 5.84 -0.50
C 4.68 3.46 -1.03
C 4.85 1.36 -2.37
C 2.04 5.05 0.67
C 3.11 -2.88 1.48
C 0.33 1.66 -3.42
C -1.34 -3.05 -0.58
C 0.10 3.85 -0.15
C 2.37 -0.96 2.69
C 2.04 2.03 -7.60
C 0.78 -0.61 -2.43
C 3.23 -1.35 3.74
C 1.68 0.93 -5.69
C 0.98 5.70 -1.44
C 0.44 2.59 -4.45
H 1.38 1.81 -8.44
H -3.65 -1.91 2.28
H -3.91 -1.85 0.50
H 0.21 -3.43 2.00
H 2.97 2.48 -7.94
H 0.02 3.58 -4.36
H 4.06 3.93 -0.28
H 5.90 1.17 -2.13
H -1.30 -4.33 2.30
H 5.30 1.79 -4.43
H -3.74 -3.43 1.34
H -4.61 0.29 0.01
H 0.97 6.36 -2.29
H 2.81 5.23 1.41
H 3.55 4.32 -2.65
H 4.54 -4.15 2.37
H -2.01 -2.57 -1.29
H -0.76 4.59 -1.97
H -0.31 -2.86 -0.86
H 3.70 2.35 -3.89
H -3.13 -0.31 -2.28
H -1.53 -4.12 -0.55
H 4.34 0.41 -2.52
H 2.03 -0.98 -4.76
H -0.96 -2.85 3.23
H 4.65 -2.76 4.46
H -0.22 1.92 -2.53
H 5.03 5.19 -2.25
H -2.45 0.41 -0.99
H 5.71 3.43 -0.68
H 3.25 -0.72 4.62
H 2.97 -3.39 0.54
H -4.35 1.42 -1.11
H 1.12 3.44 1.71



69
Properties=species:S:1:pos:R:3 method="wB97M-V/def2-TZVPD" homo_lumo_gap_ha=0.252 homo_energy_ev=-13.33 largest_force_ev_per_a=1.02 de_lowest_kcal_mol=31.8 energy_ha=-3238.93296 lumo_energy_ev=-6.5 charge=+2
Ti 0.06 0.21 -0.28
S 0.21 4.80 0.96
S -1.96 -0.63 -1.67
O 0.75 1.40 -1.53
N 1.13 -1.75 2.15
N 0.65 -2.61 -2.47
N -1.58 -0.35 1.26
N 1.30 0.15 -1.81
N 0.93 5.39 3.45
N 0.60 -1.73 -0.19
N 0.91 -0.25 -3.12
N -1.30 2.00 -0.12
N 1.31 0.52 1.30
N 1.73 6.77 1.82
C 0.81 -2.33 1.03
C 0.82 -6.35 -0.14
C -2.55 0.73 1.59
C 2.76 2.05 2.42
C 0.70 -1.57 -3.38
C 0.88 0.70 -4.08
C 0.66 0.36 -5.39
C 0.67 -2.70 -1.19
C 1.57 -0.44 2.23
C -2.15 2.13 -1.32
C 0.73 -4.02 -0.52
C 0.90 -4.83 1.76
C 0.50 -0.99 -5.72
C 0.80 -3.79 0.85
C -2.27 -1.63 0.98
C -2.79 -1.71 -0.47
C -2.02 2.09 1.17
C 0.74 -5.29 -1.04
C 0.52 -1.94 -4.72
C 1.91 1.73 1.39
C 2.98 1.09 3.41
C 1.00 5.70 2.15
C 0.91 -6.12 1.23
C -2.98 0.90 -1.64
C 2.38 -0.14 3.32
H -3.44 1.01 -2.62
H 0.98 -6.97 1.91
H 1.07 1.70 -3.74
H 0.70 -5.46 -2.11
H -2.83 2.99 -1.22
H 0.98 -4.65 2.82
H -1.32 2.49 1.89
H -3.85 -1.48 -0.55
H 1.32 5.99 4.17
H 1.70 2.44 0.61
H 0.39 -2.99 -4.92
H 2.56 -0.92 4.05
H -2.85 2.80 1.10
H 3.23 3.02 2.44
H -1.48 2.35 -2.16
H -3.49 0.50 1.09
H 0.83 -7.37 -0.51
H -3.78 0.73 -0.92
H 1.76 7.04 0.85
H -3.12 -1.75 1.66
H 0.64 1.13 -6.14
H 0.36 -1.29 -6.75
H -1.58 -2.44 1.17
H -2.75 0.72 2.66
H -2.66 -2.72 -0.85
H -1.01 -0.52 2.09
H 0.30 4.66 3.73
H 3.64 1.31 4.25
H 2.17 7.36 2.50
H -0.66 2.79 -0.15